This record from the Open Molecules 2025 dataset describes a single C26H28N2O6S molecule. The level of theory is ωB97M-V/def2-TZVPD.

Structure (XYZ):
```
63
Properties=species:S:1:pos:R:3:forces:R:3
C -3.6275 4.3134 -2.4404 -0.05 -0.36 0.20
C -4.1285 3.4128 -1.3195 0.10 0.55 0.12
O -3.9062 2.0370 -1.6134 -0.05 -0.31 -0.15
C -2.6730 1.5599 -1.3820 0.14 0.18 0.16
O -1.7721 2.2317 -0.9007 -0.47 0.35 -0.11
C -2.5359 0.1673 -1.7211 0.16 -0.30 -0.06
C -1.3389 -0.4201 -1.4787 -0.18 0.59 -0.10
S 0.0157 0.4827 -0.8553 0.29 -0.18 -0.12
C 0.9911 -0.9699 -0.7761 0.65 0.36 0.29
C 2.2914 -1.1395 -0.4468 -0.91 -0.37 -0.28
C 3.3151 -0.1927 -0.0891 0.00 0.85 0.36
C 3.0177 1.0172 0.5483 0.28 -0.63 -0.23
O 1.7225 1.2395 0.8776 0.55 -0.27 0.13
C 1.3161 2.5292 1.2786 -0.13 0.30 0.12
C 4.0425 1.9169 0.8903 0.13 0.22 0.09
C 5.3479 1.6200 0.6251 -0.27 0.01 0.02
C 5.7039 0.4138 -0.0085 -0.17 -0.14 -0.05
C 7.0538 0.1188 -0.2883 0.14 -0.15 -0.10
C 7.4015 -1.0359 -0.9296 0.15 0.25 0.12
C 6.4001 -1.9319 -1.3246 -0.27 -0.08 -0.01
C 5.0817 -1.6712 -1.0637 0.11 -0.26 -0.11
C 4.6839 -0.5029 -0.3790 0.11 0.38 0.13
C 0.2160 -2.1321 -1.2136 0.24 -0.68 -0.10
O 0.5831 -3.2913 -1.2210 -0.09 0.05 0.06
N -1.0314 -1.7416 -1.6545 -0.10 -0.19 -0.21
C -1.9972 -2.7212 -2.1022 -0.25 -0.08 -0.11
C -3.1115 -2.8636 -1.0568 0.43 -0.25 -0.26
O -4.2821 -2.6981 -1.3153 -0.33 0.14 -0.08
N -2.6346 -3.1848 0.1667 0.18 -0.26 0.22
C -3.3566 -2.8062 1.3600 -0.04 0.51 -0.01
C -3.1221 -1.3100 1.6123 -0.46 -0.25 0.01
C -3.5517 -0.8019 3.0042 0.06 -0.05 -0.19
C -2.3072 -0.0712 3.5309 0.16 -0.04 -0.17
C -1.4520 0.0810 2.2697 0.02 0.28 0.26
O -1.7262 -1.0698 1.5048 0.04 -0.33 0.02
H -3.8662 5.3484 -2.2124 -0.02 0.13 0.00
H -4.0976 4.0372 -3.3812 -0.05 0.03 -0.09
H -2.5495 4.2123 -2.5403 0.06 0.05 -0.02
H -3.6221 3.6647 -0.3810 -0.17 -0.05 -0.11
H -5.2097 3.5039 -1.1949 0.14 -0.03 0.03
H -3.3931 -0.3571 -2.1038 -0.07 -0.20 -0.03
H 2.6079 -2.1745 -0.5129 -0.09 -0.01 -0.02
H 1.7046 3.2989 0.6075 0.00 -0.03 0.01
H 0.2299 2.5246 1.2098 0.02 0.03 0.03
H 1.6231 2.7417 2.3076 0.01 -0.02 -0.08
H 3.7983 2.8422 1.3873 -0.02 0.07 0.05
H 6.1282 2.3135 0.9030 0.06 0.08 0.03
H 7.8081 0.8322 0.0117 0.08 0.06 0.03
H 8.4363 -1.2587 -1.1424 0.09 0.01 0.00
H 6.6743 -2.8363 -1.8475 -0.02 -0.08 -0.04
H 4.3414 -2.3766 -1.4049 -0.05 -0.06 -0.04
H -2.4304 -2.4207 -3.0588 0.00 -0.04 0.15
H -1.4557 -3.6656 -2.2154 -0.10 0.15 -0.01
H -1.6309 -3.2026 0.2825 -0.07 0.02 -0.12
H -2.9831 -3.3988 2.1966 -0.07 0.03 0.02
H -4.4188 -2.9992 1.2036 0.07 -0.03 0.11
H -3.6385 -0.7389 0.8234 0.08 -0.08 0.07
H -3.8338 -1.6319 3.6503 -0.06 -0.01 0.05
H -4.4038 -0.1308 2.9168 -0.05 -0.03 0.03
H -2.5423 0.8888 3.9840 0.01 0.03 0.08
H -1.7825 -0.6863 4.2615 0.01 0.04 0.03
H -0.3785 0.1051 2.4539 -0.01 0.08 -0.01
H -1.7448 0.9799 1.7080 0.05 -0.01 0.00
```
Positions in Å, forces in eV/Å.

Results
- Total energy: -1966.7414 Eh
- Energy above the lowest of the compared OMol25 structures with the same formula, charge and spin: 4.4 kcal per mole
- M: 496.585 g mol⁻¹
- Gap between HOMO and LUMO: 7.20 eV
- E_HOMO: -7.648 eV

---

This record from the Open Molecules 2025 dataset describes a gas-phase ion, C4H10N2 (charge +1). The level of theory is ωB97M-V/def2-TZVPD.

Structure (XYZ):
```
16
Properties=species:S:1:pos:R:3:forces:R:3
C -1.2983 -1.0067 -1.4137 0.84 -1.11 1.19
C -0.5441 0.4211 -1.5097 -0.35 -4.35 0.73
C 0.0870 0.8311 -0.1357 0.33 0.25 -1.95
N 0.3188 -0.2379 0.8902 -0.50 3.34 -0.42
C 1.4134 0.1259 1.7314 -2.95 -2.17 2.08
N 1.2780 0.0797 2.9936 -4.02 -1.44 -2.63
H -0.7677 -1.8644 -0.7623 -0.83 2.18 -0.91
H -2.3060 -0.7998 -0.9572 0.80 -0.72 -0.72
H -1.3167 -1.5836 -2.3818 -0.51 1.22 0.74
H -1.2631 0.9931 -1.9974 -1.49 1.97 0.35
H 0.1016 0.3055 -2.3640 1.49 0.06 0.45
H 1.0915 1.1930 -0.4430 -0.66 0.39 0.87
H -0.5607 1.6110 0.4150 1.05 -0.97 -0.63
H -0.5940 -0.5793 1.2132 0.66 -0.61 0.66
H 2.2826 0.2989 1.2467 2.63 0.81 -1.93
H 2.0778 0.2126 3.4747 3.50 1.15 2.12
```
Positions in Å, forces in eV/Å.

Results
- Total energy: -267.5183 Eh
- Energy above the lowest of the compared OMol25 structures with the same formula, charge and spin: 81.8 kcal per mole
- Charge: +1
- 2S+1: 2
- M: 86.138 g mol⁻¹
- Gap between HOMO and LUMO (spin up / spin down): 12.00 / 7.19 eV
- E_HOMO (spin up / spin down): -15.881 / -15.902 eV
- Expectation value of S²: 0.78

---

This record from the Open Molecules 2025 dataset describes a molecular structure, C5H9NO2. The level of theory is ωB97M-V/def2-TZVPD.

Structure (XYZ):
```
17
Properties=species:S:1:pos:R:3:forces:R:3
C 2.3657 0.1243 0.1282 0.00 0.12 -2.83
C -0.0687 1.8146 0.0448 0.97 -1.53 -1.22
C 0.3168 -1.9069 -0.3759 0.00 1.58 2.31
C -1.8909 0.0014 0.1671 1.28 1.61 1.53
C -0.4420 0.3636 -0.1425 -0.62 0.57 0.20
N 0.5286 -0.4213 -0.2562 -1.83 -1.82 -1.90
O 2.7847 0.4483 -0.9024 1.18 0.85 -1.07
O 2.2067 -0.2096 1.2014 1.24 -0.66 5.17
H 0.5957 2.1875 -0.7264 0.64 -0.45 -0.06
H -0.8930 2.4067 -0.1303 -2.02 1.55 0.77
H 0.4321 1.7969 0.9896 -0.03 0.95 0.80
H -0.5756 -1.9646 -1.0286 0.88 -1.00 0.06
H -0.0022 -2.2206 0.7499 1.07 0.01 -2.80
H 1.3380 -2.2845 -0.7481 -2.09 -0.10 0.58
H -2.1179 -1.0068 0.0307 -0.47 -1.56 -0.38
H -1.9544 0.2120 1.2688 -0.11 -0.26 -0.71
H -2.6237 0.6589 -0.2701 -0.10 0.16 -0.47
```
Positions in Å, forces in eV/Å.

Results
- Total energy: -401.1068 Eh
- Energy above the lowest of the compared OMol25 structures with the same formula, charge and spin: 43.9 kcal per mole
- M: 115.132 g mol⁻¹
- Gap between HOMO and LUMO: 10.24 eV
- E_HOMO: -9.479 eV